Entry 1:
ORCA calculation (ωB97M-V with the def2-TZVPD basis set) on the molecule C20H18OS.

```
! RIJCOSX wB97M-V def2-TZVPD def2/J DEFGRID3
* xyz 0 1
C 0.596 3.004 4.307
O 0.657 1.562 4.291
C 0.989 0.888 3.164
C 1.298 -0.490 3.301
C 1.813 -1.204 2.240
C 1.919 -0.640 0.968
C 2.363 -1.542 -0.183
S 3.806 -2.611 0.237
C 3.647 -4.375 0.291
C 4.067 -5.212 -0.772
C 3.965 -6.603 -0.654
C 3.483 -7.170 0.531
C 3.234 -6.359 1.644
C 3.342 -4.972 1.532
C 2.732 -0.889 -1.520
C 2.809 -1.787 -2.587
C 2.966 -1.323 -3.880
C 3.149 0.049 -4.111
C 3.226 0.938 -3.038
C 3.108 0.455 -1.722
C 1.456 0.677 0.798
C 1.027 1.465 1.874
H 0.382 3.236 5.348
H 1.554 3.455 4.014
H -0.213 3.383 3.670
H 1.148 -0.964 4.263
H 2.138 -2.235 2.399
H 1.518 -2.239 -0.385
H 4.492 -4.738 -1.664
H 4.244 -7.264 -1.482
H 3.282 -8.241 0.584
H 2.942 -6.817 2.594
H 3.223 -4.309 2.395
H 2.694 -2.869 -2.426
H 2.867 -2.020 -4.716
H 3.158 0.415 -5.133
H 3.338 2.011 -3.219
H 3.335 1.125 -0.885
H 1.438 1.094 -0.209
H 0.691 2.499 1.717
*
```

Values from the calculation:
DFT total energy   -33913.5080 eV
Gap between HOMO and LUMO   8.853 eV
HOMO level   -8.19 eV
SMILES   COc1ccc([C@H](Sc2ccccc2)c2ccccc2)cc1


Entry 2:
ORCA calculation (ωB97M-V with the def2-TZVPD basis set) on a structure of composition C20H19AuF6N7O2PSb.

```
! RIJCOSX wB97M-V def2-TZVPD def2/J DEFGRID3
* xyz 2 4
Au 1.174 -0.802 0.225
C -2.609 -4.326 2.311
N -1.270 -3.845 1.940
C -0.103 -4.518 2.170
C 0.909 -3.747 1.684
N 0.352 -2.611 1.165
C -0.972 -2.683 1.326
P -2.222 -1.477 0.788
C -1.592 -1.235 -0.911
N -0.311 -1.234 -1.263
C -0.230 -1.097 -2.624
C -1.501 -1.045 -3.105
N -2.342 -1.138 -2.025
C -3.807 -1.046 -2.100
C -1.448 -0.022 1.571
N -0.142 0.190 1.595
C 0.121 1.319 2.322
C -1.077 1.784 2.775
N -2.047 0.934 2.302
C -3.491 1.112 2.509
H -2.499 -5.295 2.788
H -3.231 -4.438 1.427
H -3.077 -3.641 3.013
H -0.077 -5.481 2.651
H 1.967 -3.930 1.676
H 0.708 -1.082 -3.153
H -1.869 -0.976 -4.115
H -4.134 -1.453 -3.052
H -4.119 -0.007 -2.023
H -4.254 -1.625 -1.298
H 1.121 1.680 2.499
H -1.310 2.625 3.407
H -3.651 1.573 3.479
H -3.984 0.145 2.493
H -3.902 1.750 1.731
O 3.654 1.172 -1.522
C 2.527 1.696 -1.383
N 1.450 1.153 -0.836
C 0.367 2.071 -1.064
O -0.762 1.838 -0.745
C 0.921 3.268 -1.752
C 0.329 4.438 -2.166
C 1.146 5.387 -2.789
C 2.504 5.156 -2.990
C 3.105 3.966 -2.575
C 2.269 3.063 -1.960
H -0.728 4.610 -2.012
H 0.716 6.322 -3.120
H 3.109 5.906 -3.478
H 4.160 3.783 -2.728
F 2.766 -0.418 1.700
Sb 4.492 -1.196 1.030
F 3.788 -2.871 1.442
F 3.249 -1.334 -0.539
F 5.785 -1.872 -0.088
F 4.930 0.563 0.647
F 5.139 -1.059 2.751
*
```

Values from the calculation:
DFT total energy   -71382.8229 eV
Gap between HOMO and LUMO (spin up / spin down)   8.759 / 5.761 eV
HOMO level (spin up / spin down)   -15.16 / -15.15 eV


Entry 3:
ORCA calculation (ωB97M-V with the def2-TZVPD basis set) on a structure of composition C20H19Br12FN2.

```
! RIJCOSX wB97M-V def2-TZVPD def2/J DEFGRID3
* xyz 0 1
F 1.514 -1.208 -1.783
C 1.100 -0.147 -1.070
C 0.981 -0.265 0.344
C 0.282 0.604 1.078
C -0.403 1.630 0.411
C -0.270 1.777 -0.981
C 0.474 0.884 -1.774
H 1.370 -1.169 0.787
H 0.236 0.432 2.144
H -1.063 2.271 0.975
H -0.689 2.598 -1.543
H 0.571 0.844 -2.849
C 0.809 -0.460 -6.912
Br 0.985 -2.421 -7.233
Br 1.587 0.502 -8.485
Br 1.691 0.116 -5.240
H -0.237 -0.155 -6.903
C -2.634 5.129 -0.295
Br -2.825 4.637 -2.179
Br -3.676 4.053 0.958
Br -3.020 7.016 0.109
H -1.604 4.951 0.015
C 5.280 -2.721 1.378
Br 3.757 -2.566 0.134
Br 5.371 -4.421 2.477
Br 5.306 -1.232 2.732
H 6.182 -2.660 0.768
C -2.399 -1.498 -0.272
Br -3.155 -3.149 -1.153
Br -2.822 -1.381 1.671
Br -3.070 0.069 -1.215
H -1.309 -1.518 -0.300
N -0.245 2.987 4.240
C 0.462 3.288 3.078
C 0.212 4.516 2.371
C -0.811 5.348 2.833
C -1.618 5.028 3.943
C -1.327 3.800 4.585
H 1.226 2.616 2.717
H 0.776 4.832 1.506
H -1.008 6.230 2.242
H -2.466 5.630 4.232
H -1.974 3.469 5.383
N 0.193 -3.732 0.100
C -0.404 -4.544 1.002
C -0.747 -5.863 0.671
C -0.497 -6.411 -0.578
C 0.221 -5.601 -1.478
C 0.503 -4.273 -1.142
H -0.564 -4.234 2.024
H -1.130 -6.520 1.438
H -0.655 -7.463 -0.767
H 0.474 -6.055 -2.425
H 1.057 -3.590 -1.769
*
```

Values from the calculation:
DFT total energy   -867252.4099 eV
Gap between HOMO and LUMO   8.450 eV
HOMO level   -8.96 eV


Entry 4:
ORCA calculation (ωB97M-V with the def2-TZVPD basis set) on a structure of composition C20H19Br2N7RbS.

```
! RIJCOSX wB97M-V def2-TZVPD def2/J DEFGRID3
* xyz 1 1
Rb 0.078 -0.200 0.023
N 1.059 -0.062 3.071
N 1.681 -1.299 2.743
C 2.674 -1.386 1.841
N 3.050 -2.652 1.516
S 3.352 -0.031 1.126
H 1.736 0.646 2.781
H 1.030 -0.046 4.086
H 1.106 -2.105 2.929
H 2.932 -3.391 2.192
H 3.878 -2.710 0.947
N -0.956 0.086 -3.086
C -2.334 -0.217 -3.275
C -2.859 -0.428 -4.547
C -4.203 -0.711 -4.729
C -5.062 -0.773 -3.636
C -4.541 -0.579 -2.372
C -5.347 -0.671 -1.094
C -5.215 0.582 -0.165
C -4.008 0.365 0.757
N -2.728 -0.153 -0.845
C -3.187 -0.340 -2.187
H -0.489 0.161 -3.981
H -0.835 0.983 -2.630
H -2.204 -0.349 -5.408
H -4.586 -0.863 -5.728
H -6.117 -0.975 -3.770
H -6.388 -0.898 -1.313
H -6.140 0.947 0.268
H -4.141 0.595 1.811
Br -6.024 4.114 -0.803
C -4.404 3.241 -0.387
C -3.434 3.877 0.294
C -2.204 3.140 0.542
N -2.014 1.886 0.363
C -3.121 1.144 -0.182
C -4.171 1.953 -0.987
C -3.431 -0.950 0.232
C -4.653 -1.729 -0.212
C -4.287 -3.070 -0.761
Br -5.479 -3.952 -1.906
C -3.180 -3.651 -0.307
C -2.359 -2.933 0.686
N -2.449 -1.698 1.003
H -3.511 4.915 0.581
H -1.371 3.691 0.975
H -5.043 1.531 -1.490
H -5.257 -1.905 0.690
H -2.898 -4.655 -0.591
H -1.605 -3.522 1.207
*
```

Values from the calculation:
DFT total energy   -183046.0993 eV
Gap between HOMO and LUMO   7.840 eV
HOMO level   -10.68 eV


Entry 5:
ORCA calculation (ωB97M-V with the def2-TZVPD basis set) on a structure of composition C20H19ClIN4ORuSSbSe4.

```
! RIJCOSX wB97M-V def2-TZVPD def2/J DEFGRID3
* xyz -1 2
Ru 0.018 1.241 0.401
S -1.923 -0.800 3.910
C -3.198 -0.089 2.996
C -2.752 0.579 1.895
C -1.330 0.499 1.718
C -0.769 -0.223 2.752
C 0.677 -0.309 2.834
C 1.418 -0.975 3.811
C 2.796 -0.941 3.754
C 3.427 -0.240 2.725
C 2.636 0.402 1.797
N 1.301 0.380 1.850
H -4.213 -0.155 3.359
H -3.404 1.166 1.256
H 0.900 -1.501 4.601
H 3.384 -1.454 4.505
H 4.503 -0.191 2.645
H 3.064 0.964 0.976
Cl 4.042 0.424 -5.277
C 2.990 0.155 -3.911
C 2.460 -1.082 -3.715
C 1.608 -1.320 -2.622
I 0.771 -3.215 -2.372
C 1.280 -0.335 -1.709
O 0.496 -0.526 -0.684
C 1.853 0.964 -1.935
N 1.517 1.929 -1.028
C 1.951 3.153 -1.202
C 2.783 3.503 -2.287
C 3.159 2.554 -3.183
C 2.692 1.226 -3.031
H 2.689 -1.880 -4.407
H 1.630 3.891 -0.473
H 3.083 4.535 -2.397
H 3.791 2.800 -4.026
Se -3.861 4.262 0.974
Sb -1.694 3.932 -0.025
Se -0.014 3.325 1.773
Se -1.704 1.737 -1.354
Se -0.684 5.555 -1.511
N -3.875 -3.550 -1.109
C -3.625 -3.071 0.250
C -2.205 -2.550 0.363
N -1.990 -1.493 -0.641
H -4.862 -3.642 -1.299
H -3.445 -4.453 -1.264
H -2.384 -1.796 -1.534
H -3.783 -3.829 1.024
H -4.314 -2.250 0.457
H -1.474 -3.337 0.170
H -2.012 -2.126 1.344
H -2.424 -0.584 -0.390
H -0.982 -1.257 -0.760
*
```

Values from the calculation:
DFT total energy   -331025.4985 eV
Gap between HOMO and LUMO (spin up / spin down)   5.565 / 5.539 eV
HOMO level (spin up / spin down)   -3.98 / -3.96 eV


Entry 6:
ORCA calculation (ωB97M-V with the def2-TZVPD basis set) on the molecule C20H19ClN2O2.

```
! RIJCOSX wB97M-V def2-TZVPD def2/J DEFGRID3
* xyz 0 1
C -3.118 2.318 2.758
C -2.290 1.053 2.933
N -1.050 1.070 2.132
C -1.004 0.760 0.715
C -2.143 0.408 -0.008
Cl -3.807 0.156 0.145
C -1.618 -0.042 -1.232
O -2.251 -0.432 -2.233
N -0.201 -0.066 -1.342
C 0.636 -0.660 -2.276
C 1.715 -0.024 -2.826
C 2.504 -0.675 -3.791
C 2.050 -1.816 -4.440
C 0.882 -2.443 -3.961
C 0.474 -3.830 -4.504
C 0.344 -1.983 -2.719
C -0.506 -2.920 -1.863
C 0.187 0.574 -0.177
O 1.337 0.579 0.222
C 0.013 1.567 2.825
C 0.525 2.902 2.634
C 1.731 3.304 3.260
C 2.415 2.381 3.987
C 2.009 1.100 4.115
C 0.791 0.701 3.557
H -4.041 2.132 3.355
H -2.615 3.174 3.237
H -3.401 2.608 1.758
H -2.100 0.808 4.023
H -2.843 0.239 2.589
H 2.181 0.908 -2.472
H 3.463 -0.208 -4.150
H 2.411 -2.073 -5.404
H -0.583 -3.809 -4.763
H 1.031 -4.191 -5.341
H 0.775 -4.648 -3.830
H -1.343 -3.405 -2.446
H -0.865 -2.460 -0.947
H 0.288 -3.641 -1.419
H -0.152 3.581 2.120
H 1.967 4.346 3.172
H 3.316 2.724 4.399
H 2.512 0.264 4.586
H 0.377 -0.327 3.621
*
```

Values from the calculation:
DFT total energy   -40643.7351 eV
Gap between HOMO and LUMO   7.796 eV
HOMO level   -8.40 eV
SMILES   CCN(C1=C(Cl)C(=O)N(c2cccc(C)c2C)C1=O)c1ccccc1